Density functional theory data (ωB97M-V/def2-TZVPD) for a single C3H6INO2 molecule at a distorted geometry.

Cartesian coordinates (Å):
C 0.41 -0.87 -0.70
C -0.36 -0.58 0.61
C 0.14 1.56 0.21
N 1.41 0.10 -1.01
O -0.86 0.68 0.37
O -0.07 2.79 -0.24
I 3.16 0.12 0.09
H 0.88 -1.80 -0.66
H -0.32 -0.97 -1.56
H -1.09 -1.33 0.82
H 0.29 -0.55 1.43
H 0.93 1.40 0.94
H -0.70 2.71 -0.93

- energy above the lowest of the compared OMol25 structures with the same formula, charge and spin (kcal per mole) = 86.6
- DFT total energy (eV) = -16890.499
- gap between HOMO and LUMO (alpha / beta) (eV) = 8.498 / 8.498
- E_LUMO (alpha / beta) (Ha) = 0.0169 / 0.0169
- strongest force on any atom (eV/Å) = 3.2
- total charge = 0

Results of the natural (NBO) charge analysis, in e, for atoms 1 through 6: atom 1 (C): -0.30, atom 2 (C): -0.10, atom 3 (C): 0.59, atom 4 (N): -0.73, atom 5 (O): -0.47, atom 6 (O): -0.63